Arrangement 1

DFT (ωB97M-V/def2-TZVPD) results for an isolated ion of composition C4H9N4 and charge +1.

```
! RIJCOSX wB97M-V def2-TZVPD def2/J DEFGRID3
* xyz 1 1
C -2.9459 -0.1772 -0.1800
C -2.5334 -1.4140 -0.0569
C 1.6224 -1.2706 0.1714
C 1.8328 1.2510 -0.0020
N -2.2965 0.9981 -0.2494
N -0.9945 0.9962 -0.1978
N -0.2826 -0.0644 0.0038
N 1.0273 0.0519 0.0459
H -4.0439 -0.0441 -0.3282
H -2.0938 -2.2367 0.2490
H 2.1025 -1.4629 -0.8139
H 2.2878 -1.4278 1.0902
H 0.8229 -1.9356 0.3647
H 2.3356 1.3320 0.9447
H 2.7266 1.1869 -0.6506
H 1.1334 2.1927 -0.2187
H -0.7006 2.0246 -0.1723
*
```

Values from the calculation:
- Frontier orbital gap (spin up / spin down): 6.30 / 8.43 eV
- HOMO energy (spin up / spin down): -12.6 / -12.9 eV

=====

Arrangement 2

DFT (ωB97M-V/def2-TZVPD) results for C4H9N4 as an isolated structure.

```
! RIJCOSX wB97M-V def2-TZVPD def2/J DEFGRID3
* xyz 1 1
C 0.0445 -1.4086 0.3619
C -0.7520 -0.4524 1.2885
C 0.1178 -0.5752 -0.9660
C -0.1890 0.9108 0.9102
N 1.6289 2.2572 -3.3785
N 0.5426 1.9050 -1.0190
N 1.4065 1.4143 -2.6433
N 0.2337 0.8562 -0.5171
H 1.0194 -1.6741 0.8162
H -0.3028 -2.5040 0.2222
H -1.8362 -0.4620 0.9329
H -0.5262 -0.4199 2.3798
H 0.8613 -1.0940 -1.6063
H -0.8914 -0.6450 -1.3885
H -0.8291 1.8938 1.0739
H 0.8269 1.1715 1.4028
H 1.4371 3.2824 -3.4492
*
```

Values from the calculation:
- Frontier orbital gap (spin up / spin down): 8.75 / 8.75 eV
- HOMO energy (spin up / spin down): -13.5 / -13.5 eV

=====

Arrangement 3

DFT (ωB97M-V/def2-TZVPD) results for a 2-piece molecular cluster, C4H9N4 overall.

```
! RIJCOSX wB97M-V def2-TZVPD def2/J DEFGRID3
* xyz 1 1
C -1.5165 0.6998 -0.1862
C -0.5082 -1.8932 0.0324
C 0.7173 1.4975 -0.0286
C -0.3561 0.8346 -0.7692
N -2.6152 0.8581 0.2409
N 0.6409 -1.6887 0.4436
N 1.9802 0.4998 0.1448
N -1.6416 -1.9596 -0.2639
H 1.0317 2.4048 -0.7393
H 0.3190 1.8568 0.9521
H -0.2687 0.5350 -1.9081
H 1.4160 -0.4035 0.1616
H 0.7523 -1.8783 1.4062
H 2.3630 0.7332 0.9832
H 2.6482 0.5048 -0.5315
H -2.8975 0.1240 0.8764
H -2.0648 -2.7250 -0.8145
*
```

Values from the calculation:
- Frontier orbital gap: 9.87 eV
- HOMO energy: -12.9 eV

=====

arrangement 3 wins, 0.0780 hartree ahead of the next structure.

=====

Arrangement 1

DFT (ωB97M-V/def2-TZVPD) results for a 2-piece molecular cluster, C3H6FNO2 overall.

```
! RIJCOSX wB97M-V def2-TZVPD def2/J DEFGRID3
* xyz 0 1
C -1.2636 1.4136 0.0574
C -1.1436 -1.1082 0.5316
C -0.9431 0.1865 -0.2519
N 1.9091 0.3935 -0.1366
O 2.9371 -0.4328 -0.6584
O 2.3357 1.4436 0.1691
F -0.4756 -0.2893 -1.4589
H -1.5174 1.6688 1.0639
H -1.1349 2.1466 -0.7147
H 2.6639 -1.2356 -0.9617
H -1.7145 -0.8755 1.3877
H -0.1117 -1.3527 1.0070
H -1.5413 -1.9585 -0.0346
*
```

Values from the calculation:
- SMILES: C=C(C)F.O=NO
- Frontier orbital gap: 10.07 eV
- HOMO energy: -9.8 eV

=====

Arrangement 2

DFT (ωB97M-V/def2-TZVPD) results for a 2-piece molecular cluster, C3H6FNO2 overall.

```
! RIJCOSX wB97M-V def2-TZVPD def2/J DEFGRID3
* xyz 0 1
C -1.1968 0.4655 0.1379
C -2.1748 -0.6377 -0.0840
C 2.3603 0.5729 -0.0868
N 0.1255 0.0999 -0.0314
O -1.4437 1.6414 0.2608
O 1.1086 0.6644 0.5932
F 0.4208 -1.7176 0.3059
H -2.2666 -1.2236 0.8305
H -1.8122 -1.2989 -0.8645
H -3.1431 -0.2188 -0.3430
H 2.2199 0.1936 -1.0986
H 2.9982 -0.1101 0.4801
H 2.8040 1.5690 -0.0999
*
```

Values from the calculation:
- Frontier orbital gap: 9.25 eV
- HOMO energy: -10.6 eV

=====

Arrangement 3

DFT (ωB97M-V/def2-TZVPD) results for one molecule with the formula C3H6FNO2.

```
! RIJCOSX wB97M-V def2-TZVPD def2/J DEFGRID3
* xyz 0 1
C -1.0491 0.9820 -0.3151
C 0.5828 -0.8572 -0.9124
C 0.2737 0.2990 0.0070
N 0.2822 -0.4059 1.5562
O 0.7629 -1.4797 1.6298
O -0.0981 0.3618 2.4156
F 1.1797 1.2347 0.1928
H -1.4093 1.4900 0.6033
H -1.6499 0.1415 -0.5081
H -0.8751 1.6704 -1.2119
H -0.2039 -1.4898 -1.1150
H 1.3259 -1.4885 -0.5184
H 0.8782 -0.4581 -1.8238
*
```

Values from the calculation:
- SMILES: CC(C)(F)[N+](=O)[O-]
- Frontier orbital gap: 11.28 eV
- HOMO energy: -10.5 eV

=====

arrangement 3 wins, 0.0240 hartree ahead of the next structure.

=====

Arrangement 1

DFT (ωB97M-V/def2-TZVPD) results for a 2-piece molecular cluster, C6H13NO overall.

```
! RIJCOSX wB97M-V def2-TZVPD def2/J DEFGRID3
* xyz 1 2
C 0.1991 2.4541 1.1299
C 0.4189 1.0325 1.6063
N -1.5296 -1.8049 -0.1729
C -1.1618 -0.7207 0.6815
C 0.0385 -0.1182 0.6065
C 0.9055 -0.3725 -0.5460
C 2.2008 0.1049 -0.6476
H 0.8080 2.5444 0.2230
H -0.8507 2.6471 0.9011
H 0.5799 3.2313 1.8418
H 1.4283 0.7092 1.9954
H -0.2271 0.7985 2.4636
H -2.1275 -2.5410 0.2529
H -0.7015 -2.3904 -0.3331
H -1.8702 -0.6884 1.5604
H 0.5490 -1.0641 -1.3830
H 2.7568 -0.2302 -1.5118
H 2.8248 0.7162 0.0903
H -1.5215 -1.0373 -3.6522
H -1.5590 -1.6383 -2.1069
O -1.1608 -1.6322 -2.9992
*
```

Values from the calculation:
- Expectation value of S²: 0.784
- Frontier orbital gap (spin up / spin down): 9.52 / 7.03 eV
- HOMO energy (spin up / spin down): -14.2 / -14.7 eV

=====

Arrangement 2

DFT (ωB97M-V/def2-TZVPD) results for C6H13NO as an isolated structure.

```
! RIJCOSX wB97M-V def2-TZVPD def2/J DEFGRID3
* xyz 1 2
C -0.6884 -1.5809 -0.5978
N 0.3724 -2.4374 -0.0294
C 1.5811 -1.8140 -0.1028
O 1.9678 -0.6309 -0.2618
C -1.0605 -0.3822 0.3311
C -0.1744 0.8119 0.1640
C -0.1048 1.7311 1.3577
C -0.1768 1.5177 -1.1984
H -0.4520 -1.1424 -1.5734
H -1.6139 -2.1304 -0.7968
H 0.7798 -1.8648 0.9283
H 2.3532 -2.5822 -0.0491
H -2.1196 -0.1042 0.2136
H -0.9171 -0.8511 1.3126
H 0.9865 0.4121 -0.0853
H 0.8835 1.6938 1.8274
H -0.8840 1.4954 2.0880
H -0.3055 2.7698 1.0912
H 0.7589 2.0435 -1.3915
H -0.2282 0.7674 -1.9918
H -0.9580 2.2780 -1.2358
*
```

Values from the calculation:
- Expectation value of S²: 0.755
- Frontier orbital gap (spin up / spin down): 10.67 / 8.42 eV
- HOMO energy (spin up / spin down): -14.8 / -16.0 eV

=====

arrangement 1 wins, 0.0926 hartree ahead of the next structure.

=====

Arrangement 1

DFT (ωB97M-V/def2-TZVPD) results for one molecule with the formula C3H7NO3.

```
! RIJCOSX wB97M-V def2-TZVPD def2/J DEFGRID3
* xyz 0 1
C -0.8620 0.4436 0.0866
C 0.2180 -0.5863 0.0391
C 1.3393 -0.3744 1.0313
O -1.9275 0.0776 0.8887
O -1.4669 0.6051 -1.3776
N 0.7855 -0.5572 -1.5115
O 1.2426 0.4901 -1.8994
H -2.5877 -0.3146 0.2926
H -0.9356 1.2989 -1.8066
H -0.5582 1.4605 0.3370
H -0.1750 -1.6050 0.0933
H 1.5956 0.6841 1.1435
H 1.0713 -0.7727 2.0140
H 2.2607 -0.8499 0.6690
*
```

Values from the calculation:
- SMILES: C[C@H](N=O)C(O)O
- Frontier orbital gap: 8.87 eV
- HOMO energy: -9.0 eV

=====

Arrangement 2

DFT (ωB97M-V/def2-TZVPD) results for a 2-piece molecular cluster, C3H7NO3 overall.

```
! RIJCOSX wB97M-V def2-TZVPD def2/J DEFGRID3
* xyz 0 1
C 1.2965 -1.5551 -2.2158
N 1.1392 -0.1292 -2.2102
C -0.0070 0.4906 -1.5919
C 0.0346 1.5442 -0.5384
O 0.8765 2.4544 -0.4879
O 0.5731 -2.3233 -1.5939
H 1.9360 -1.6866 -3.0955
H 1.7508 0.3368 -2.9598
H -0.4868 0.7824 -2.5019
H -0.4527 -0.5552 -1.2104
H -0.5211 1.1259 0.3412
H -2.0484 0.6225 6.3050
H -1.7022 -0.7787 5.6017
O -2.3882 -0.3287 6.1579
*
```

Values from the calculation:
- SMILES: O=CCNC=O.O
- Frontier orbital gap: 10.12 eV
- HOMO energy: -9.9 eV

=====

Arrangement 3

DFT (ωB97M-V/def2-TZVPD) results for one molecule with the formula C3H7NO3.

```
! RIJCOSX wB97M-V def2-TZVPD def2/J DEFGRID3
* xyz 0 1
C -0.4230 -1.5209 -0.6316
C 0.4009 -0.4756 0.0638
N 1.1139 -0.8399 1.1403
O 0.9000 0.5391 -0.6458
H 0.8806 -1.6618 1.6742
H 1.7419 -0.1560 1.5365
H 0.2470 -2.0962 -1.2776
H -1.1633 -1.0306 -1.2620
H -0.9111 -2.1947 0.0738
C -0.4110 1.4654 -0.4056
O 0.0916 2.4776 0.4118
O -1.1671 1.6717 -1.3407
H -0.4819 3.2372 0.2363
H -0.8185 0.5847 0.4267
*
```

Values from the calculation:
- Frontier orbital gap: 9.24 eV
- HOMO energy: -8.9 eV

=====

Arrangement 4

DFT (ωB97M-V/def2-TZVPD) results for one molecule with the formula C3H7NO3.

```
! RIJCOSX wB97M-V def2-TZVPD def2/J DEFGRID3
* xyz 0 1
C 0.5087 -0.3091 -0.3542
C 1.1008 0.2519 0.8733
C -0.3524 0.7517 -0.8877
H -0.9484 -1.5098 0.3435
H 0.4993 -2.3427 0.1267
H 1.2962 -0.4687 -1.1629
H -0.7720 0.3900 -1.8446
H 0.3349 1.5561 -1.1009
H -2.1040 1.4386 -0.4783
H -0.6028 -0.2270 1.6656
N -0.1124 -1.5679 -0.2168
O 2.1914 0.7161 0.9402
O -1.3300 1.1859 0.1245
O 0.2908 0.1349 1.9716
*
```

Values from the calculation:
- SMILES: N[C@@H](CO)C(=O)O
- Frontier orbital gap: 10.06 eV
- HOMO energy: -9.6 eV

=====

arrangement 4 wins, 0.0553 hartree ahead of the next structure.

=====

Arrangement 1

DFT (ωB97M-V/def2-TZVPD) results for a 2-piece molecular cluster, C3H7NO3 overall.

```
! RIJCOSX wB97M-V def2-TZVPD def2/J DEFGRID3
* xyz 0 1
C 0.9649 0.6047 0.0826
C 1.8249 -0.5824 0.1095
C -1.6221 0.1555 0.0245
N 1.2800 1.7946 0.0161
O -1.7993 -0.9126 -0.8401
O -2.0427 -0.1370 1.2987
O -2.0912 1.3582 -0.4433
H 2.0733 -0.8135 1.1468
H 1.3145 -1.4396 -0.3219
H 2.7513 -0.3887 -0.4384
H 0.5641 2.5107 -0.0070
H -1.6993 -0.5951 -1.7449
H -2.1484 -1.0922 1.3779
H -2.6697 1.7549 0.2222
*
```

Values from the calculation:
- Frontier orbital gap (spin up / spin down): 7.45 / 7.69 eV
- HOMO energy (spin up / spin down): -7.0 / -7.0 eV

=====

Arrangement 2

DFT (ωB97M-V/def2-TZVPD) results for a 2-piece molecular cluster, C3H7NO3 overall.

```
! RIJCOSX wB97M-V def2-TZVPD def2/J DEFGRID3
* xyz 0 1
O 0.6933 1.0698 -0.5263
C -0.0680 0.5755 0.3789
N -0.0562 -0.7348 0.8492
C -1.3192 -0.4486 -0.1436
O -1.2717 -0.6797 -1.3290
C -0.4290 1.5003 1.5451
H 0.7313 -1.2767 0.4211
H -2.2410 -0.6569 0.3994
H -1.3355 1.1845 2.0414
H 0.4473 1.4914 2.1833
H -0.5441 2.5419 1.2986
H 1.3379 0.3007 -0.7630
H 2.4753 -1.5804 -1.2867
O 1.8506 -1.1327 -0.7154
*
```

Values from the calculation:
- Frontier orbital gap: 6.33 eV
- HOMO energy: -8.9 eV

=====

arrangement 1 wins, 0.0502 hartree ahead of the next structure.

=====

Arrangement 1

DFT (ωB97M-V/def2-TZVPD) results for one molecule with the formula C4H7N3O.

```
! RIJCOSX wB97M-V def2-TZVPD def2/J DEFGRID3
* xyz 0 1
C -0.4941 2.5679 -1.2956
C 0.7898 -0.3886 0.1634
C -0.3714 -2.2499 1.1963
C 1.8587 -0.7679 0.9817
H -1.4884 2.5000 -1.8473
H 0.3514 3.0762 -1.9568
H -0.7563 2.9104 -0.3815
H -1.2289 0.6241 -0.8396
H -0.1450 -2.0104 2.0964
H 0.1429 -3.1367 0.5363
H -1.3765 -2.5400 0.9084
N -0.2621 1.1487 -1.0700
N 0.9690 0.6683 -0.6788
N 2.4381 -1.3635 2.0227
O -0.4272 -1.0386 0.1644
*
```

Values from the calculation:
- SMILES: CN/N=C(/C#N)OC
- Frontier orbital gap: 7.99 eV
- HOMO energy: -8.0 eV

=====

Arrangement 2

DFT (ωB97M-V/def2-TZVPD) results for C4H7N3O as an isolated structure.

```
! RIJCOSX wB97M-V def2-TZVPD def2/J DEFGRID3
* xyz 0 1
C -0.0007 0.3740 2.1412
C -0.0620 -0.3297 -1.7451
C 0.5444 0.3680 0.7534
N -1.0836 -1.1684 -1.4062
C 0.1010 1.1115 -0.3610
N 1.7508 -1.0180 -0.6140
N 1.5372 -0.4718 0.4059
O 0.2323 -0.0157 -2.8645
H -1.4290 -1.7858 -2.1282
H -1.1574 -1.4873 -0.4549
H -1.0622 0.6284 2.1103
H 0.4933 1.1200 2.7713
H 0.1168 -0.6000 2.6221
H 0.8356 1.5943 -0.9920
H -0.8166 1.6803 -0.2383
*
```

Values from the calculation:
- Frontier orbital gap (spin up / spin down): 7.39 / 7.39 eV
- HOMO energy (spin up / spin down): -7.8 / -7.8 eV

=====

arrangement 2 wins, 0.1030 hartree ahead of the next structure.